54
Properties=species:S:1:pos:R:3:forces:R:3:mulliken_spin:R:1 method="wB97M-V/def2-TZVPD" total_charge=+2 relative_energy_ev=0.000 spin_multiplicity=5 homo_lumo_gap_ha="0.2633 / 0.2753" homo_ev="-14.20 / -15.93"
P -0.164 -1.602 -1.545 -0.6 -2.3 -4.3 0.09
P 0.353 2.277 -1.483 -1.8 0.3 -3.2 0.02
C -0.437 -0.146 -2.597 -0.4 0.6 0.0 0.05
C 0.672 0.911 -2.628 0.3 -0.3 -0.2 0.01
H -1.424 0.274 -2.354 0.3 0.0 -0.2 0.00
H -0.540 -0.576 -3.606 0.0 -0.1 0.3 -0.01
H 1.672 0.476 -2.475 -0.3 0.1 0.0 0.00
H 0.676 1.364 -3.628 0.1 0.0 0.2 0.00
C -0.871 3.271 -2.396 0.5 0.2 -0.3 0.01
H -1.059 4.208 -1.855 0.0 -0.2 -0.2 0.00
H -1.822 2.724 -2.503 0.4 0.1 0.1 0.00
H -0.475 3.497 -3.396 -0.2 0.1 0.2 0.00
C 1.851 3.205 -1.241 0.3 0.1 0.6 0.00
H 1.976 3.860 -2.110 0.0 -0.1 0.1 0.00
H 2.719 2.535 -1.167 -0.3 0.3 0.1 0.00
H 1.770 3.817 -0.331 0.1 -0.1 -0.3 0.00
C -1.643 -2.610 -2.055 -0.6 -0.1 -0.5 0.20
H -1.670 -3.543 -1.482 0.1 0.2 -0.1 0.00
H -1.511 -2.843 -3.122 -0.1 0.0 0.3 0.01
H -2.601 -2.087 -1.936 0.3 -0.2 0.0 0.01
C 1.076 -2.570 -2.481 0.2 -0.2 -0.3 0.05
H 1.941 -1.944 -2.740 -0.2 -0.2 0.2 0.00
H 0.633 -2.949 -3.411 0.1 0.1 0.3 0.00
H 1.427 -3.427 -1.888 -0.1 0.2 -0.1 0.00
Ru 0.951 0.457 4.508 1.7 -0.3 0.2 0.89
C -0.593 1.849 -0.091 1.9 -0.4 4.1 0.09
C -1.803 1.120 0.302 -1.5 1.8 -1.4 0.70
C -2.139 -0.277 0.258 -0.9 -1.5 0.8 0.04
C -1.271 -1.315 1.008 -0.6 0.1 0.5 0.08
C -0.143 -1.916 0.210 0.7 0.1 1.8 0.21
C 1.063 -1.160 -0.228 1.2 0.6 3.0 0.33
C 1.492 0.172 0.355 0.3 0.5 -0.1 -0.02
C 0.509 1.211 0.890 0.2 0.7 1.0 0.16
C 0.480 -2.373 4.296 -0.1 -1.1 0.6 0.01
H -0.784 2.880 0.295 0.3 -0.4 -0.1 -0.01
H -2.647 1.772 0.526 0.2 0.0 0.0 -0.11
H -2.308 -0.625 -0.769 -0.1 0.1 0.2 0.09
H -3.134 -0.341 0.738 0.4 -0.1 -0.4 0.00
H -0.901 -0.906 1.960 -0.1 -0.2 -0.5 0.00
H -1.942 -2.131 1.323 0.3 0.2 -0.4 -0.01
H 0.013 -2.981 0.423 0.1 0.2 -0.4 0.00
H 1.952 -1.787 -0.333 -0.3 0.1 -0.3 0.00
H 2.190 0.648 -0.354 -0.1 -0.2 0.2 0.01
H 2.132 -0.069 1.224 -0.2 -0.1 -0.2 0.05
H 0.006 0.816 1.784 0.0 0.1 -0.6 -0.04
H 1.109 2.030 1.326 0.0 -0.3 -0.3 0.01
H 1.112 -3.079 3.734 -0.2 0.2 0.1 0.00
H -0.536 -2.784 4.394 0.3 0.0 0.1 0.01
H 0.919 -2.228 5.292 -0.2 -0.3 -0.2 -0.01
O 1.085 0.068 6.186 0.3 0.5 -2.6 0.59
Cl -1.787 1.221 3.644 0.6 0.7 0.6 0.04
O -0.327 1.857 4.327 -0.9 -1.2 -0.8 -0.04
O 2.365 0.903 3.600 -2.0 -0.8 1.8 0.39
O 0.388 -1.156 3.600 0.5 2.3 0.5 0.13

---

29
Properties=species:S:1:pos:R:3:forces:R:3:lowdin_charge:R:1 method="wB97M-V/def2-TZVPD" total_charge=0 smiles="[H]/N=C/Cc1c(CCC(N)=O)c(Br)c(Cl)c2nsnc12" homo_lumo_gap_ha=0.2403 homo_ev=-8.39
H -3.750 1.635 0.605 0.7 -0.7 0.0 0.04
N -2.835 1.184 0.385 -0.2 -5.0 2.2 0.05
C -2.763 -0.077 0.922 0.2 3.6 -1.7 -0.16
C -1.401 -0.968 0.652 -0.3 0.1 1.3 -0.16
C -0.031 -0.076 0.831 2.3 2.0 -0.6 -0.03
C 0.515 1.038 -0.290 0.5 -1.5 3.4 -0.08
C -0.270 1.305 -1.706 1.2 0.7 -0.4 -0.18
C -0.599 -0.063 -2.572 -0.4 0.3 0.2 -0.12
C 0.482 -1.277 -2.348 5.1 -1.0 0.4 -0.32
N -0.060 -2.718 -2.274 -0.6 2.9 0.7 0.05
O 1.811 -1.153 -2.262 -8.3 -0.2 -0.4 -0.04
C 1.899 1.891 0.065 -0.2 -2.9 4.4 -0.50
Br 2.737 3.274 -1.113 -1.3 -1.9 1.4 0.62
C 2.680 1.592 1.512 -1.9 -0.4 -1.7 -0.46
Cl 4.235 2.575 1.920 -2.7 -1.7 -0.7 0.47
C 2.188 0.481 2.616 -1.1 -0.9 0.0 -0.25
N 2.809 0.080 3.939 -4.3 -0.6 -4.3 -0.28
S 1.758 -1.185 4.565 -0.8 2.6 -4.2 0.87
N 0.458 -1.340 3.365 3.8 4.2 -2.3 -0.29
C 0.816 -0.338 2.250 0.8 -0.2 1.2 -0.17
H -3.644 -0.520 1.565 1.9 0.7 -1.3 0.12
H -1.403 -1.821 1.488 0.2 1.9 -1.8 0.11
H -1.495 -1.527 -0.372 0.3 1.4 1.9 0.08
H 0.446 1.957 -2.403 -1.3 -1.5 1.8 0.09
H -1.239 1.987 -1.560 2.1 -1.9 0.0 0.12
H -0.587 0.261 -3.708 0.0 -0.9 2.3 0.13
H -1.701 -0.410 -2.280 2.5 0.5 -0.8 0.11
H 0.033 -3.051 -1.282 0.2 0.3 -1.4 0.09
H -1.089 -2.733 -2.512 1.5 0.2 0.4 0.08

---

13
Properties=species:S:1:pos:R:3:forces:R:3:lowdin_charge:R:1 method="wB97M-V/def2-TZVPD" total_charge=0 relative_energy_ev=0.386 smiles="CCCC=O" homo_lumo_gap_ha=0.3999 homo_ev=-9.80
C -1.726 -0.115 0.288 -0.1 0.0 0.0 -0.12
C -0.450 0.108 -0.517 0.0 -0.1 -0.1 -0.26
C 0.799 0.390 0.344 0.1 0.1 0.0 -0.18
C 1.972 -0.269 -0.331 0.3 0.2 -0.2 -0.29
O 2.789 0.302 -1.014 -0.3 -0.3 0.3 0.05
H -2.011 0.770 0.867 0.1 -0.1 -0.1 0.07
H -1.592 -0.946 0.991 -0.1 0.1 -0.1 0.07
H -2.560 -0.367 -0.375 0.1 0.1 0.1 0.07
H -0.272 -0.792 -1.123 0.0 0.1 0.1 0.11
H -0.573 0.929 -1.232 0.0 -0.2 0.1 0.11
H 0.997 1.461 0.446 -0.1 -0.1 0.0 0.12
H 0.673 -0.043 1.345 0.0 0.0 -0.1 0.11
H 2.011 -1.375 -0.204 0.0 0.1 -0.1 0.13

---

| no. | largest force on an atom (Eh/bohr) |
| --- | --- |
| 1 | 0.095 |
| 2 | 0.162 |
| 3 | 0.011 |